# 1
Computed, not measured: a structure of composition C48H124AsF6N7O7, with wB97M-V/def2-TZVPD.

```
! wB97M-V def2-TZVPD RIJCOSX def2/J DEFGRID3
* xyz 6 1
C -10.16 12.63 19.62
C -10.56 12.15 21.00
N -9.49 11.44 21.88
C -8.24 12.40 22.08
C -10.08 11.02 23.25
C -11.27 9.95 23.20
C -9.05 10.11 21.12
C -8.26 9.03 21.95
O -7.40 9.73 22.85
C -6.82 9.04 23.93
H -9.57 13.54 19.66
H -11.05 12.87 19.04
H -9.71 11.89 18.95
H -11.49 11.58 20.94
H -10.72 13.05 21.59
H -7.55 12.22 22.90
H -8.69 13.37 22.26
H -7.64 12.46 21.17
H -10.49 11.90 23.75
H -9.31 10.73 23.97
H -10.97 8.91 23.33
H -11.89 10.04 22.31
H -11.77 10.04 24.17
H -8.26 10.45 20.44
H -9.95 9.72 20.64
H -7.65 8.33 21.37
H -8.97 8.40 22.49
H -7.49 8.74 24.74
H -6.06 9.74 24.26
H -6.40 8.08 23.61
C -6.85 17.20 26.67
C -6.95 18.14 25.37
N -6.21 19.53 25.51
C -7.20 20.45 26.28
C -4.95 19.38 26.48
C -4.11 20.66 26.59
C -5.67 20.07 24.17
C -6.79 20.25 23.11
O -7.81 21.11 23.58
C -9.02 21.02 22.80
H -7.35 17.67 27.51
H -5.86 16.79 26.88
H -7.51 16.37 26.41
H -7.96 18.35 25.03
H -6.38 17.65 24.58
H -6.77 21.44 26.46
H -7.44 20.02 27.25
H -8.16 20.61 25.78
H -4.42 18.54 26.05
H -5.32 19.05 27.45
H -4.66 21.59 26.64
H -3.39 20.73 25.77
H -3.66 20.69 27.58
H -5.00 19.29 23.80
H -5.22 21.05 24.33
H -7.23 19.27 22.96
H -6.31 20.69 22.23
H -9.69 21.82 23.10
H -9.35 20.01 23.04
H -8.83 21.06 21.72
C -2.07 18.89 19.06
C -1.36 18.25 17.80
N -1.21 16.71 17.72
C -0.56 16.34 16.38
C -0.31 16.22 18.90
C 1.16 16.75 19.02
C -2.62 16.04 17.96
C -2.77 14.51 17.76
O -2.72 14.17 16.42
C -2.51 12.79 16.18
H -1.62 18.65 20.02
H -3.07 18.49 19.16
H -2.02 19.98 18.98
H -0.38 18.69 17.59
H -1.81 18.53 16.84
H -1.30 16.69 15.66
H -0.50 15.26 16.27
H 0.40 16.81 16.17
H -0.19 15.15 18.78
H -0.77 16.43 19.87
H 1.89 16.60 18.22
H 1.74 16.39 19.87
H 1.07 17.82 19.18
H -3.30 16.65 17.37
H -2.89 16.26 19.00
H -3.72 14.26 18.24
H -1.95 14.08 18.33
H -3.39 12.24 16.50
H -1.66 12.56 16.83
H -2.13 12.46 15.21
C -12.52 12.47 9.60
C -10.92 12.44 9.82
N -10.41 13.11 11.18
C -11.05 12.42 12.40
C -8.86 12.90 11.25
C -8.16 13.44 12.49
C -10.82 14.66 11.38
C -10.50 15.57 10.12
O -9.16 15.89 9.97
C -8.90 16.76 8.84
H -13.17 11.92 10.29
H -12.84 12.13 8.61
H -12.90 13.48 9.68
H -10.34 12.95 9.05
H -10.66 11.38 9.81
H -10.83 12.93 13.34
H -10.67 11.40 12.40
H -12.12 12.33 12.24
H -8.41 13.30 10.35
H -8.88 11.81 11.23
H -7.98 14.51 12.57
H -7.17 12.98 12.54
H -8.51 13.13 13.47
H -10.22 14.98 12.23
H -11.86 14.75 11.68
H -11.02 16.53 10.18
H -10.90 15.06 9.25
H -8.90 16.25 7.88
H -7.98 17.30 9.07
H -9.62 17.58 8.86
C -5.94 25.16 16.43
C -6.72 25.48 17.66
N -7.16 26.99 17.85
C -5.93 27.87 18.07
C -7.90 27.46 16.58
C -9.26 26.85 16.21
C -8.18 27.07 19.08
C -8.87 28.40 19.33
O -7.89 29.33 19.68
C -8.45 30.63 19.64
H -6.37 25.45 15.47
H -5.81 24.08 16.44
H -4.96 25.55 16.70
H -6.32 25.06 18.59
H -7.65 24.93 17.55
H -6.20 28.92 18.23
H -5.21 27.81 17.26
H -5.51 27.53 19.02
H -7.18 27.43 15.76
H -8.13 28.47 16.92
H -9.50 27.31 15.26
H -10.14 26.95 16.85
H -9.14 25.80 15.95
H -7.53 26.80 19.91
H -8.89 26.26 18.88
H -9.67 28.40 20.06
H -9.50 28.76 18.51
H -8.68 30.94 18.62
H -7.81 31.37 20.12
H -9.33 30.66 20.28
C -6.28 22.51 11.40
C -6.15 23.46 10.25
C -6.69 24.91 10.49
O -5.86 25.57 11.42
C -6.00 26.97 11.52
N -4.72 23.58 9.95
H -4.62 23.89 8.99
H -4.37 24.25 10.62
H -4.30 22.68 10.11
H -5.50 22.72 12.13
H -6.03 21.52 11.02
H -7.21 22.66 11.94
H -6.67 22.93 9.46
H -7.61 24.82 11.07
H -6.79 25.45 9.55
H -5.29 27.36 12.24
H -7.02 27.22 11.82
H -5.67 27.47 10.61
C -14.83 21.31 16.35
C -15.23 20.98 17.78
C -16.73 21.08 18.06
O -17.32 20.28 19.08
C -16.83 20.57 20.39
N -14.73 19.53 18.01
H -15.28 18.83 17.52
H -13.75 19.50 17.78
H -14.78 19.22 18.97
H -15.42 20.71 15.66
H -13.76 21.29 16.11
H -15.13 22.34 16.15
H -14.60 21.59 18.43
H -17.27 20.86 17.14
H -16.95 22.15 18.15
H -16.94 19.75 21.09
H -17.26 21.54 20.65
H -15.77 20.79 20.48
As -8.80 18.59 16.12
F -7.32 18.49 17.13
F -8.92 16.81 16.04
F -10.16 18.60 15.02
F -8.84 20.38 16.29
F -7.70 18.57 14.65
F -9.84 18.52 17.55
*
```

Properties
Kohn-Sham gap, eV: 9.4
Max |F|, eV/A: 2.91
E, eV: -153633.1185
M, g/mol: 1100.5

# 2
Computed, not measured: the molecule CH3ClN2O2, with wB97M-V/def2-TZVPD.

```
! wB97M-V def2-TZVPD RIJCOSX def2/J DEFGRID3
* xyz 0 1
C 0.99 0.20 -0.48
N -1.04 -0.43 0.76
N -0.49 0.21 -0.20
O -2.25 -0.34 0.95
O -1.09 0.83 -1.17
Cl 2.05 -0.75 0.57
H 1.15 -0.16 -1.51
H 1.18 1.27 -0.55
H -0.51 -0.84 1.63
*
```

Properties
Kohn-Sham gap, eV: 9.2
Max |F|, eV/A: 2.98
E, eV: -20677.9112
M, g/mol: 110.5

# 3
Computed, not measured: a cluster of 2 separate species, CClO2S in total, with wB97M-V/def2-TZVPD.

```
! wB97M-V def2-TZVPD RIJCOSX def2/J DEFGRID3
* xyz -1 3
C 0.54 -0.08 -0.08
O 0.21 0.57 0.81
O 1.16 -0.81 -0.77
S -1.84 -0.07 -0.95
Cl -2.77 0.46 0.86
*
```

Properties
Kohn-Sham gap (alpha / beta), eV: 4.8 / 6.5
Max |F|, eV/A: 4.53
E, eV: -28489.4261
M, g/mol: 111.5

Q: Which formula does entry 2 have?
A: CH3ClN2O2